[1]
92
Properties=species:S:1:pos:R:3:forces:R:3 method="wB97M-V/def2-TZVPD" multiplicity=3 charge=+1 e_above_lowest_ev=0.000 fmax_ha_per_bohr=0.07079 e_tot_ev=-118004.6817
V -0.02400 -0.07017 -0.55924 2.964 -1.616 -1.363
C 0.85578 -2.72539 3.01780 -0.116 -0.058 0.008
C -0.57550 -2.66644 2.56760 0.139 -0.128 0.343
N -1.47647 -3.40098 3.19495 -0.207 0.045 -0.101
C -2.75520 -3.38296 2.77386 0.397 -0.086 0.336
C -3.18914 -2.65812 1.69477 -0.145 0.023 -0.170
C -4.61787 -2.74573 1.23907 0.108 -0.272 -0.130
O -4.80232 -3.70294 0.19107 -0.041 0.209 0.014
C -2.23472 -1.88988 0.99924 -0.186 0.399 -0.282
C -2.60532 -1.26875 -0.27180 0.048 -0.655 -0.025
N -1.75255 -0.78269 -1.10646 -0.758 -0.236 -0.700
C -2.08460 -0.67061 -2.49730 -0.125 0.127 0.505
C -2.93223 -1.58244 -3.10383 -0.088 -0.176 -0.060
C -3.17770 -1.53541 -4.46654 -0.047 0.019 0.046
C -2.54635 -0.57807 -5.23800 -0.012 -0.018 -0.041
C -1.67211 0.32681 -4.64997 0.044 0.036 -0.114
C -1.45181 0.28519 -3.29118 0.222 0.384 0.196
I 1.35589 -1.68262 -2.06092 0.104 -0.229 -0.398
C -0.92691 -1.85135 1.47930 0.155 0.343 -0.508
O 0.01414 -1.06995 0.93155 -0.295 -0.327 1.037
H 0.90677 -3.17968 4.00410 -0.013 0.006 -0.011
H 1.30789 -1.73444 3.03215 -0.006 0.007 0.021
H 1.43833 -3.33439 2.32195 -0.004 0.044 0.001
H -3.45102 -3.99620 3.33560 0.016 0.013 0.001
H -4.97469 -1.76487 0.92145 -0.112 0.124 -0.038
H -5.24666 -3.07192 2.06379 -0.035 -0.015 0.072
H -3.98394 -3.79875 -0.30574 0.035 -0.081 0.096
H -3.62328 -1.41292 -0.61983 -0.068 -0.030 0.082
H -3.36159 -2.38071 -2.51214 -0.029 0.031 -0.019
H -3.83823 -2.26284 -4.91907 0.039 0.017 0.006
H -2.69557 -0.54994 -6.31046 -0.006 0.021 0.081
H -1.15377 1.02532 -5.28066 -0.024 -0.008 -0.014
Cl 0.22779 6.93645 -3.17364 0.000 -0.027 -0.004
C -0.00402 5.23352 -3.02028 0.042 0.150 -0.137
C 0.01809 4.42254 -4.14619 -0.003 -0.085 -0.073
C -0.15414 3.04810 -4.04211 0.102 0.138 -0.087
C -0.37850 2.46967 -2.80669 -0.088 -0.185 0.056
O -0.52231 1.11586 -2.60885 -0.193 -0.278 -0.156
C -0.39019 3.29478 -1.66684 -0.110 -0.057 0.039
C -0.61990 2.76929 -0.34688 -0.145 0.445 -0.313
O -0.66153 1.56735 -0.10775 -0.895 2.055 1.248
C -0.19943 4.67084 -1.78372 -0.063 0.091 0.207
H 0.18240 4.86710 -5.11939 0.024 -0.016 0.034
H -0.06711 2.45250 -4.93257 0.033 -0.015 -0.001
H -0.78244 3.46295 0.48487 0.014 0.067 -0.028
H -0.20208 5.29030 -0.89286 -0.035 -0.030 -0.056
C -4.99147 0.35897 3.86697 -0.023 0.136 -0.113
C -4.94015 1.55763 2.91113 -0.050 -0.123 0.083
Sb -3.39993 1.38131 1.42515 -0.388 -0.153 0.218
C -3.66911 3.39813 0.68681 0.292 0.128 0.283
C -3.33024 4.57460 1.60561 -0.110 -0.001 -0.225
C -1.77543 1.38731 2.85738 -0.025 0.360 0.057
C -1.78021 2.47848 3.93366 0.047 -0.235 -0.027
H -5.73760 0.51530 4.64895 0.024 -0.023 -0.030
H -4.03122 0.19062 4.36198 -0.046 0.012 -0.023
H -5.25853 -0.56103 3.33891 0.044 0.053 0.023
H -4.76585 2.48817 3.45519 -0.055 -0.033 0.015
H -5.88253 1.66659 2.36798 0.024 0.005 0.085
H -4.73736 3.38944 0.45931 0.013 0.059 -0.093
H -3.14171 3.48682 -0.26639 -0.118 0.024 -0.060
H -3.81621 4.48472 2.57683 0.045 -0.022 0.019
H -3.66550 5.51615 1.16291 0.013 -0.013 0.017
H -2.25553 4.66551 1.77842 -0.015 -0.012 0.030
H -0.83599 1.38715 2.30270 -0.035 -0.047 0.080
H -1.87417 0.39964 3.31769 0.086 -0.014 -0.013
H -1.69151 3.47612 3.50786 0.012 -0.001 0.012
H -0.93782 2.34153 4.61849 -0.070 0.003 -0.017
H -2.69231 2.44990 4.53289 0.018 0.020 -0.032
O 1.94315 0.96080 -0.27825 -0.272 0.127 -0.035
S 2.49380 2.37522 -0.19112 -0.183 -0.467 0.050
C 4.23324 2.21677 -0.44081 0.147 0.018 0.088
C 4.85688 3.16262 -1.23827 0.034 -0.015 -0.016
C 6.23729 3.09727 -1.39491 -0.014 -0.001 0.018
C 6.95514 2.09515 -0.76081 -0.042 -0.038 0.025
C 6.30556 1.13614 0.01700 0.019 0.045 -0.026
C 4.93398 1.19000 0.18318 0.008 0.006 -0.045
C 2.44047 2.75263 1.55437 -0.033 0.023 0.082
C 1.99410 1.77514 2.43098 0.037 0.109 0.036
C 1.91104 2.08508 3.78456 0.009 0.027 -0.034
C 2.27679 3.34604 4.23562 0.010 -0.015 -0.030
C 2.72124 4.31472 3.33989 -0.005 -0.022 0.025
C 2.79434 4.02598 1.98666 -0.025 -0.028 -0.037
H 4.27646 3.93250 -1.73611 0.032 -0.032 0.053
H 6.74664 3.82530 -2.01275 -0.017 -0.017 0.021
H 8.03117 2.05308 -0.87454 -0.040 -0.017 -0.010
H 6.87456 0.35093 0.49753 -0.007 0.014 -0.030
H 4.40662 0.44478 0.76868 0.033 0.072 -0.014
H 1.72397 0.79657 2.05385 -0.025 -0.009 0.017
H 1.55596 1.33876 4.48491 0.041 0.009 -0.023
H 2.21788 3.57884 5.29152 -0.006 -0.005 -0.035
H 3.01118 5.29409 3.69851 -0.027 -0.024 -0.012
H 3.13018 4.77721 1.27808 0.008 -0.049 0.045

=====

[2]
24
Properties=species:S:1:pos:R:3:forces:R:3 method="wB97M-V/def2-TZVPD" multiplicity=4 charge=-1 e_above_lowest_ev=0.000 fmax_ha_per_bohr=0.00981 e_tot_ev=-107831.8437
Co 0.15834 -0.42504 -0.46865 0.370 0.256 0.229
O -0.43986 4.00921 4.59378 0.199 0.023 -0.008
C -0.31242 3.21784 3.68686 -0.412 -0.013 0.048
S -0.38483 3.64927 1.98027 0.094 0.062 0.001
C -0.22618 2.02733 1.32350 -0.065 0.096 -0.366
C -0.11939 1.02859 2.21227 -0.012 -0.405 0.047
S 0.03804 -0.68942 1.86699 -0.035 0.194 -0.117
S -0.15236 1.47763 3.90986 0.101 0.020 0.051
S -0.24181 1.89307 -0.43081 0.010 -0.178 0.163
C 4.30773 -0.71856 -1.23066 0.055 -0.002 0.020
O 3.00108 -0.22859 -0.96053 -0.192 -0.156 -0.073
C 1.96811 -1.13458 -1.16968 -0.194 0.224 0.051
O 2.25169 -2.23330 -1.60361 -0.028 -0.167 -0.066
H 4.98275 0.12437 -1.09204 -0.007 -0.005 -0.002
H 4.39184 -1.10648 -2.24716 -0.021 0.030 -0.010
H 4.57669 -1.52395 -0.54358 -0.018 0.004 0.000
S -4.03650 -2.17245 -0.62594 -0.216 -0.060 0.007
C -3.96776 -0.79676 -1.63825 0.058 0.133 -0.088
C -2.68171 -0.39450 -1.77811 0.046 -0.095 -0.032
N -1.76349 -1.16954 -1.11166 -0.045 0.030 0.150
C -2.35303 -2.13178 -0.45836 0.382 0.003 -0.056
H -4.85043 -0.33991 -2.05103 -0.013 -0.031 0.003
H -2.33441 0.46529 -2.32814 -0.023 0.029 0.024
H -1.81208 -2.82777 0.16469 -0.034 0.006 0.025

=====

[3]
27
Properties=species:S:1:pos:R:3:forces:R:3 method="wB97M-V/def2-TZVPD" smiles=Cc1sc(C)c(C)c1C.N#CC#CC#N e_above_lowest_ev=4.735 fmax_ha_per_bohr=0.11519 e_tot_ev=-26449.3563
C 1.61553 2.28141 1.30857 3.937 -2.988 0.789
C 1.11141 1.22440 0.43820 -1.913 -0.146 -1.395
S 1.77705 0.86590 -1.15782 -0.243 1.002 1.281
C 0.51942 -0.21708 -1.44619 -0.306 -0.347 -1.553
C 0.63583 -1.01964 -2.68239 -0.393 0.231 -3.153
C -0.46277 -0.22557 -0.51673 1.149 -1.733 -0.542
C -1.48972 -1.33859 -0.56857 -0.134 4.758 0.157
C -0.10602 0.60174 0.57801 0.092 -1.174 0.631
C -0.85619 0.33666 1.84309 2.982 4.262 2.833
H 1.88793 1.73751 2.30674 0.518 1.109 -1.589
H 0.88561 2.88757 1.64932 -2.365 2.589 0.455
H 2.46932 2.74837 0.74749 -0.665 0.047 1.380
H 0.51575 -0.36114 -3.63649 -0.086 -0.804 1.561
H -0.08358 -1.85966 -2.86802 0.643 0.778 0.654
H 1.64989 -1.38661 -2.85065 0.017 -0.319 0.360
H -1.67288 -1.71640 0.34710 -0.278 -1.530 3.167
H -1.26273 -2.06097 -1.22504 0.817 -2.482 -2.291
H -2.40518 -0.87194 -0.81996 -1.330 0.294 -0.697
H -0.77404 1.25942 2.61093 -0.199 -1.680 -1.714
H -0.43308 -0.43234 2.45442 0.516 -0.893 0.051
H -1.85181 0.16578 1.78279 -3.089 -0.548 -0.728
N 4.93382 0.12166 0.66582 0.755 0.585 -0.117
C 4.03655 -0.55498 0.44457 1.813 1.216 0.450
C 2.99566 -1.36812 0.39202 -2.462 -1.903 0.114
C 2.03401 -2.08381 0.49128 1.300 0.799 0.039
C 0.99697 -2.94169 0.51829 -1.308 -1.226 -0.552
N 0.13556 -3.69521 0.36473 0.229 0.100 0.407

=====

[4]
37
Properties=species:S:1:pos:R:3:forces:R:3 method="wB97M-V/def2-TZVPD" smiles=CCCc1ccc(Oc2cccc(B(O)O)c2)c(O)c1 e_above_lowest_ev=0.099 fmax_ha_per_bohr=0.04552 e_tot_ev=-24699.7253
C -3.75683 2.45238 0.81950 0.299 -0.460 0.760
C -4.20454 2.23057 -0.59587 -0.196 0.814 -1.391
C -4.27792 0.74721 -0.99613 -0.596 0.224 -0.932
C -3.02721 0.03840 -0.61133 -0.841 -0.236 0.974
C -1.83797 0.46390 -1.13833 -0.334 -0.003 -0.273
C -0.66457 -0.06255 -0.70747 1.393 -0.995 0.636
C -0.63232 -1.03332 0.28373 -0.088 -0.471 0.611
O 0.57197 -1.61641 0.77544 -0.546 1.023 -0.512
C 1.74976 -0.87474 0.58864 0.823 -0.334 0.061
C 1.85666 0.49447 0.84922 -0.722 -1.052 0.041
C 3.05276 1.16513 0.65067 -0.814 0.792 0.496
C 4.14539 0.50614 0.17986 1.269 -0.401 -0.096
C 4.08516 -0.86744 -0.05134 0.149 0.374 0.169
B 5.34790 -1.59565 -0.57544 0.748 -1.563 -0.275
O 6.36680 -0.87006 -1.12952 1.153 -0.023 -0.308
O 5.35217 -2.98391 -0.44429 0.925 -0.924 -0.838
C 2.90692 -1.56013 0.19798 -0.536 0.752 -0.325
C -1.85218 -1.47502 0.85373 1.626 -0.111 -0.069
O -1.87489 -2.43145 1.83978 -0.056 0.326 -0.252
C -3.03081 -0.89873 0.40754 0.529 -0.431 0.408
H -2.79252 1.93990 1.01297 -0.380 0.579 -0.087
H -4.45442 2.01712 1.52888 -0.266 -0.233 0.106
H -3.71164 3.50265 1.09094 0.289 0.166 -0.149
H -3.49597 2.73538 -1.28613 -0.152 -0.274 0.368
H -5.15518 2.76960 -0.81184 0.344 -0.576 0.275
H -4.38138 0.62599 -2.09293 -0.058 0.412 0.362
H -5.18265 0.28251 -0.60201 0.160 -0.112 0.360
H -1.85382 1.25319 -1.84666 0.141 0.500 -0.707
H 0.28760 0.24039 -1.09977 0.117 0.279 -0.308
H 0.94748 0.94762 1.20286 0.009 0.586 0.121
H 3.11952 2.21790 0.89864 -0.094 -0.003 -0.048
H 5.11400 1.00795 0.06611 -0.537 -0.063 -0.125
H 7.23930 -1.26816 -1.37394 -1.514 0.227 0.456
H 5.99867 -3.61040 -0.89717 -1.156 1.828 0.894
H 2.91979 -2.59890 -0.01874 -0.366 -0.835 0.043
H -0.97501 -2.72491 2.05397 -0.164 0.296 -0.249
H -3.90002 -1.16660 0.97846 -0.556 -0.079 -0.196

=====

[5]
9
Properties=species:S:1:pos:R:3:forces:R:3 method="wB97M-V/def2-TZVPD" charge=-1 e_above_lowest_ev=4.087 fmax_ha_per_bohr=0.06772 e_tot_ev=-28028.8235
C 0.77607 -0.00781 1.58241 0.873 0.067 -0.615
C 0.36008 -0.40808 0.30974 -2.446 1.189 -2.175
O 0.19906 -1.18121 1.58368 -0.826 -1.076 0.826
O 1.34611 0.71643 2.30587 0.529 1.047 1.518
P -1.28706 0.18228 -0.47328 -0.055 1.521 1.610
Cl -0.04074 -0.82052 -3.49728 0.053 -0.042 0.202
H 0.94510 -0.86961 -0.41388 1.439 -0.802 -1.022
H -1.08201 0.89212 -1.68168 0.796 -0.514 0.156
H -1.21661 1.49640 0.28442 -0.364 -1.389 -0.498

=====

[6]
29
Properties=species:S:1:pos:R:3:forces:R:3 method="wB97M-V/def2-TZVPD" charge=+2 fmax_ha_per_bohr=0.06788 e_tot_ev=-23394.6289
C -2.51672 -0.06751 2.15773 0.492 0.233 -1.085
C -3.10116 1.01087 1.23904 -0.159 -0.114 1.610
O -3.31205 0.52631 -0.10402 0.195 -0.074 -0.765
C -2.62871 0.97223 -1.08565 -1.552 2.826 1.339
Al -1.18725 -0.67713 -1.53862 1.114 -2.499 -0.829
C 0.28308 -0.28165 -0.19036 -0.420 1.039 0.448
C 1.41631 -1.17212 -0.65727 -0.919 0.136 0.401
C 2.64536 -0.92598 0.27163 0.020 -0.055 -0.389
O 3.54943 -0.12181 -0.39865 -0.087 0.282 -0.082
C 3.86193 1.14322 0.19406 0.065 -0.178 -0.069
H -3.13113 -0.23040 3.02311 -0.175 -0.103 0.284
H -1.51602 0.23424 2.42809 0.234 0.072 0.406
H -2.40260 -0.97729 1.58318 -0.225 -0.481 0.087
H -2.54373 1.93644 1.25965 0.331 0.166 -0.524
H -4.09602 1.23918 1.59889 -0.453 0.031 -0.323
H -2.01891 1.86009 -0.92755 0.499 -0.159 0.282
H -3.19370 1.02416 -2.02262 0.436 -1.363 -0.585
H -0.69906 -0.61828 -3.06247 0.090 0.394 -0.046
H -1.83863 -2.08742 -1.26185 -0.219 0.255 0.161
H 0.55243 0.75973 -0.07945 0.206 0.285 -0.170
H -0.06209 -0.63517 0.77249 -0.345 -0.093 0.209
H 1.07145 -2.19423 -0.53217 0.172 -0.424 -0.439
H 1.69275 -0.92671 -1.69072 0.177 0.020 0.604
H 3.08742 -1.88691 0.51267 0.185 -0.304 -0.057
H 2.29730 -0.49654 1.20397 0.012 0.190 0.269
H 3.90491 1.87724 -0.59492 0.142 0.196 -0.246
H 3.11303 1.45669 0.91194 -0.261 -0.054 0.181
H 4.81679 1.07346 0.69278 0.312 0.064 0.145
In 1.95558 -1.81472 -3.70292 0.134 -0.289 -0.814